Entry 1:
6 unconnected molecules or ions with the total composition C4H20N2O6S, computed with ωB97M-V/def2-TZVPD.

```
33
Properties=species:S:1:pos:R:3:nbo_charge:R:1
N 1.667 -2.275 1.286 -0.88
C 2.009 -1.170 0.512 0.80
O 2.876 -0.377 0.866 -0.71
N 1.438 -1.008 -0.729 -0.64
C 0.313 -1.765 -1.269 -0.23
C -1.015 -0.998 -1.161 -0.43
C -1.038 0.311 -1.927 -0.55
S -0.935 0.049 -3.743 -0.07
H 2.145 -2.351 2.198 0.40
H 0.654 -2.556 1.389 0.44
H 1.717 -0.156 -1.233 0.41
H 0.516 -2.007 -2.343 0.22
H 0.217 -2.738 -0.757 0.22
H -1.833 -1.710 -1.528 0.21
H -1.237 -0.771 -0.081 0.22
H -2.010 0.872 -1.762 0.27
H -0.236 1.034 -1.549 0.22
H 0.134 0.859 -3.998 0.13
O -1.096 -2.066 2.083 -0.98
H -1.941 -2.398 1.897 0.47
H -1.194 -1.107 2.046 0.50
O 0.146 2.526 1.045 -0.99
H 0.925 2.234 0.507 0.52
H 0.451 3.205 1.581 0.48
O 2.338 1.914 -0.346 -0.99
H 2.655 1.100 0.062 0.51
H 3.080 2.465 -0.399 0.48
O -1.425 0.576 1.996 -1.01
H -1.831 1.027 2.823 0.50
H -0.710 1.202 1.686 0.52
O -2.608 2.107 0.115 -0.96
H -2.367 1.373 0.659 0.48
H -1.806 2.601 0.076 0.47
```

Calculated values
E_HOMO, eV: -8.8801
SMILES string: NC(=O)NCCCS.O.O.O.O.O
Frontier orbital gap, eV: 9.134

=====

Entry 2:
7 unconnected molecules or ions with the total composition C4H20NO8, computed with ωB97M-V/def2-TZVPD.

```
33
Properties=species:S:1:pos:R:3:nbo_charge:R:1
C -0.695 0.598 0.891 -0.22
N -1.156 0.350 -0.487 -0.70
C -1.765 -0.879 -0.851 0.88
O -2.335 -0.893 -1.948 -0.74
O -1.634 -1.826 -0.020 -0.87
C 0.495 1.543 0.941 -0.41
C 1.188 1.530 2.306 -0.61
H -0.468 -0.385 1.283 0.22
H -1.512 1.016 1.477 0.16
H -1.515 1.185 -0.908 0.34
H 1.223 1.363 0.143 0.20
H 0.165 2.550 0.715 0.19
H 1.864 0.695 2.463 0.21
H 1.707 2.475 2.458 0.20
H 0.487 1.418 3.132 0.20
H 1.322 -1.850 -2.122 0.49
H 2.016 -0.547 -2.382 0.45
O 1.827 -1.393 -2.820 -0.99
H -1.384 3.289 -1.528 0.47
H -2.326 2.798 -0.384 0.47
O -2.068 3.558 -0.911 -0.94
H -0.129 -2.533 -0.525 0.53
H 1.102 -3.479 -0.781 0.48
O 0.827 -2.558 -0.798 -0.99
H 1.798 -1.987 0.805 0.49
H 2.963 -1.043 0.659 0.46
O 2.692 -1.825 1.155 -0.97
H 0.644 0.431 -3.400 0.49
H -0.254 1.452 -2.691 0.47
O 0.510 1.374 -3.266 -0.97
H -1.129 -2.156 2.678 0.46
H -2.379 -2.058 1.902 0.50
O -2.082 -2.213 2.815 -0.97
```

Calculated values
Total charge: -1
E_HOMO, eV: -5.7107
Frontier orbital gap, eV: 8.745

=====

Entry 3:
A molecular structure, C4H20NO8, computed with ωB97M-V/def2-TZVPD.

```
33
Properties=species:S:1:pos:R:3:nbo_charge:R:1
C 0.342 2.678 0.009 -0.08
O 1.689 2.524 0.413 -0.78
C 0.280 2.146 -1.400 -0.06
C -0.192 0.602 -1.268 -0.53
C -1.605 0.638 -1.666 0.42
O -1.994 0.355 -2.782 -0.57
N 1.523 2.151 -2.218 -0.84
H -0.300 1.938 0.709 0.18
H 0.148 3.745 0.205 0.18
H -0.545 2.655 -1.961 0.18
H 0.373 -0.021 -2.058 0.19
H -0.041 0.258 -0.217 0.25
H -2.245 0.903 -0.849 0.15
H 1.764 1.256 -2.508 0.35
H 2.338 2.524 -1.725 0.38
H -3.367 -0.242 0.151 0.46
H -2.309 -0.796 1.369 0.51
O -2.982 0.032 1.011 -1.07
H -1.577 -2.673 -0.126 0.50
H -1.695 -2.622 -1.661 0.43
O -2.116 -2.891 -1.017 -0.97
H 0.825 -3.339 2.133 0.45
H 1.853 -0.523 -0.617 0.48
O 0.645 -2.679 1.510 -1.15
H 2.183 -0.484 0.957 0.52
H 1.995 1.617 0.380 0.50
O 2.252 -0.032 0.071 -1.00
H 1.827 -1.783 2.465 0.51
H 2.156 -0.425 3.202 0.47
O 2.472 -1.013 2.556 -0.99
H -1.761 -2.236 2.288 0.47
H -0.409 -2.241 1.246 0.50
O -1.525 -2.022 1.398 -1.05
```

Calculated values
Total charge: -1
E_HOMO, eV: -6.1287
Frontier orbital gap, eV: 9.278

=====

Entry 4:
7 unconnected molecules or ions with the total composition C4H20NO9, computed with ωB97M-V/def2-TZVPD.

```
34
Properties=species:S:1:pos:R:3:nbo_charge:R:1
O 0.382 0.581 -1.330 -0.81
C 0.628 -0.460 -0.770 0.78
O 1.346 -1.328 -1.282 -0.79
C -0.250 -0.942 0.409 -0.18
C 0.363 -0.427 1.804 0.10
C -0.294 -1.161 2.930 -0.66
O 1.752 -0.541 1.791 -0.75
N -1.620 -0.324 0.382 -0.86
H -0.418 -2.061 0.487 0.18
H 0.203 0.713 1.813 0.17
H -1.330 -1.374 2.643 0.22
H -0.181 -0.817 3.980 0.21
H 0.036 -2.227 3.024 0.20
H 1.933 -1.618 1.714 0.48
H -1.596 0.630 0.512 0.36
H -1.875 -0.158 -0.600 0.37
H 1.518 -2.983 0.427 0.49
H 2.845 -2.421 0.333 0.49
O 2.377 -3.151 0.816 -0.94
H -3.317 -0.001 2.565 0.47
H -2.542 1.319 2.478 0.48
O -3.465 1.043 2.692 -0.95
H 3.481 -1.255 -2.265 0.46
H 2.279 -0.229 -2.342 0.51
O 3.288 -0.406 -2.665 -1.01
H -1.588 3.257 0.241 0.50
H -1.121 3.287 1.661 0.46
O -1.849 2.960 1.139 -0.96
H -1.211 2.996 -2.927 0.49
H -0.584 2.191 -1.664 0.51
O -1.086 2.998 -1.931 -1.01
H -0.624 0.606 -2.802 0.47
H -0.819 -0.311 -3.876 0.45
O -1.049 0.426 -3.518 -0.94
```

Calculated values
Total charge: -1
E_HOMO, eV: -5.8778
Frontier orbital gap, eV: 9.042

=====

Entry 5:
5 unconnected molecules or ions with the total composition C4H21N3O4, computed with ωB97M-V/def2-TZVPD.

```
32
Properties=species:S:1:pos:R:3:nbo_charge:R:1
N -1.481 1.439 1.136 -0.89
C -2.041 0.107 1.446 -0.22
C -2.208 -0.705 0.140 -0.23
N -0.920 -0.784 -0.529 -0.67
C -0.678 -0.380 -1.901 -0.23
C 0.817 -0.616 -2.167 -0.22
N 1.281 -1.961 -1.871 -0.87
H -2.047 1.910 0.457 0.36
H -1.321 1.897 2.009 0.37
H -3.004 0.247 1.947 0.17
H -1.402 -0.464 2.120 0.20
H -2.352 -1.731 0.478 0.20
H -2.921 -0.153 -0.472 0.19
H -0.127 -0.584 0.050 0.37
H -0.974 0.656 -2.106 0.17
H -1.196 -1.119 -2.523 0.18
H 1.469 0.126 -1.715 0.20
H 0.918 -0.494 -3.244 0.17
H 0.510 -2.611 -1.788 0.35
H 1.873 -2.192 -1.095 0.39
O 1.558 1.471 0.376 -0.96
H 0.632 1.635 0.663 0.49
H 1.488 2.206 -0.252 0.47
O 2.363 -0.231 2.332 -0.98
H 2.778 0.217 3.073 0.47
H 2.302 0.368 1.580 0.51
O -1.213 3.246 -1.146 -0.92
H -1.842 3.386 -0.430 0.46
H -0.529 2.695 -0.751 0.46
O 2.622 -2.333 1.033 -0.94
H 3.282 -3.026 1.192 0.46
H 2.363 -2.219 1.958 0.49
```

Calculated values
E_HOMO, eV: -7.8289
SMILES string: NCCNCCN.O.O.O.O
Frontier orbital gap, eV: 8.186

=====

Entry 6:
6 unconnected molecules or ions with the total composition C4H21N3O6, computed with ωB97M-V/def2-TZVPD.

```
34
Properties=species:S:1:pos:R:3:nbo_charge:R:1
C -0.002 -3.105 0.066 -0.46
N -0.583 -2.483 -1.100 -0.62
C 0.036 -1.109 -1.275 -0.36
C -0.283 -0.292 -0.084 0.69
O -0.073 -0.496 1.113 -0.68
N -0.971 0.888 -0.265 -0.62
C -1.174 1.562 -1.585 -0.05
N -0.982 3.066 -1.447 -0.87
H -0.387 -2.521 1.003 0.22
H -0.424 -4.111 0.259 0.22
H 1.095 -2.914 0.258 0.18
H -0.364 -2.982 -1.990 0.37
H 1.156 -1.263 -1.329 0.22
H -0.508 -0.787 -2.108 0.24
H -1.314 1.399 0.555 0.41
H -2.271 1.551 -1.728 0.20
H -0.467 1.047 -2.282 0.19
H -0.246 3.435 -0.870 0.37
H -0.954 3.364 -2.421 0.37
O -3.037 -1.214 -2.650 -0.97
H -2.572 -1.899 -2.119 0.49
H -3.769 -0.880 -2.123 0.47
O 3.684 2.322 -0.231 -0.97
H 2.808 2.616 0.102 0.48
H 3.571 1.388 -0.145 0.46
O -1.930 -1.109 3.536 -0.94
H -1.162 -0.566 3.307 0.48
H -2.025 -1.668 2.751 0.47
O 2.929 -0.850 1.607 -0.95
H 2.019 -1.104 1.558 0.48
H 2.982 -0.440 2.511 0.47
O 1.721 2.610 1.473 -0.97
H 0.835 2.456 1.133 0.49
H 2.055 2.113 2.199 0.50
```

Calculated values
E_HOMO, eV: -9.8735
SMILES string: CNCC(=O)NCN.O.O.O.O.O
Frontier orbital gap, eV: 10.058

=====

Entry 7:
A molecular structure, C4H22AgNO7, computed with ωB97M-V/def2-TZVPD.

```
35
Properties=species:S:1:pos:R:3:nbo_charge:R:1
Ag -0.419 0.060 1.851 1.19
O -2.019 -1.238 2.533 -0.78
H -2.531 -0.409 2.614 0.42
C -0.935 -2.066 -1.568 -0.63
C 0.151 -0.990 -1.471 -0.06
C 0.422 -0.398 -2.866 -0.08
O 1.560 0.426 -2.760 -0.55
C 1.913 1.113 -3.911 -0.25
N -0.361 0.104 -0.561 -0.87
H -1.925 -1.725 -1.870 0.22
H -1.134 -2.582 -0.629 0.23
H -0.564 -2.843 -2.237 0.23
H 1.104 -1.290 -1.034 0.20
H -0.399 0.185 -3.283 0.17
H 0.573 -1.178 -3.612 0.18
H 1.197 1.860 -4.253 0.17
H 2.181 0.414 -4.705 0.18
H 2.721 1.742 -3.536 0.20
H -1.348 0.243 -0.723 0.35
H 0.034 0.977 -0.880 0.37
O 1.724 -0.052 2.938 -0.97
H 1.958 -0.614 3.677 0.50
H 2.564 0.258 2.598 0.49
O -0.869 1.378 3.916 -0.95
H -1.722 1.802 3.824 0.48
H -0.831 1.112 4.834 0.50
O 0.773 1.946 1.372 -0.96
H 1.191 2.385 0.632 0.50
H 1.247 2.266 2.140 0.50
O -2.251 1.535 1.176 -0.95
H -2.818 1.261 0.455 0.49
H -2.839 1.969 1.794 0.49
O 0.487 -2.185 1.301 -0.96
H 1.223 -2.515 0.786 0.48
H -0.060 -2.955 1.460 0.49
```

Calculated values
Total charge: +1
E_HOMO (spin up / spin down), eV: -12.5212 / -12.4832
Multiplicity: 2
Frontier orbital gap (spin up / spin down), eV: 9.576 / 7.633

=====

Entry 8:
7 unconnected molecules or ions with the total composition C4H22N2O7, computed with ωB97M-V/def2-TZVPD.

```
35
Properties=species:S:1:pos:R:3:nbo_charge:R:1
C 1.943 -1.320 2.169 -0.72
C 1.830 -0.620 0.826 0.70
O 2.281 -1.071 -0.219 -0.66
N 1.396 0.677 0.840 -0.66
C 0.273 1.171 1.558 -0.25
C -0.369 2.580 1.146 -0.20
N -1.072 2.717 -0.129 -0.84
H 1.526 -0.860 3.069 0.23
H 1.583 -2.331 2.157 0.24
H 2.967 -1.354 2.411 0.25
H 1.669 1.269 0.060 0.42
H -0.588 0.449 1.568 0.19
H 0.557 1.264 2.622 0.19
H -1.179 2.510 1.990 0.18
H 0.342 3.371 1.239 0.20
H -0.485 2.909 -0.924 0.36
H -1.499 1.824 -0.405 0.36
O 0.022 -3.651 -0.640 -0.96
H 0.774 -3.065 -0.459 0.48
H 0.392 -4.160 -1.372 0.48
O -0.664 -0.512 -3.984 -1.00
H -0.350 -0.170 -3.137 0.50
H -0.868 0.067 -4.716 0.48
O -1.474 -1.430 0.456 -1.02
H -1.386 -2.369 0.300 0.51
H -2.265 -1.156 0.946 0.51
O -0.572 0.357 -1.357 -0.98
H -0.138 -0.113 -0.634 0.50
H -1.375 -0.181 -1.410 0.50
O -3.815 0.094 0.965 -0.95
H -3.201 0.835 0.971 0.48
H -4.165 -0.044 0.082 0.49
O 2.853 1.129 -2.065 -0.96
H 3.109 0.305 -1.607 0.49
H 1.949 0.879 -2.319 0.47
```

Calculated values
E_HOMO, eV: -9.3176
SMILES string: CC(=O)NCCN.O.O.O.O.O.O
Frontier orbital gap, eV: 9.599